Entry 1:
Computed, not measured: a molecular structure, C22H49N2O2P3Tb in a non-equilibrium geometry, with ωB97M-V/def2-TZVPD.

Geometry (Å):
Tb1 0.009 -0.062 -0.733
P1 1.961 1.510 0.558
P2 -1.292 2.530 -1.582
P3 2.112 -0.481 -2.412
H1 -3.034 -4.264 -0.187
C1 -2.051 -4.620 -0.687
C2 -0.971 -4.898 0.081
H2 -0.900 -4.562 1.107
C3 1.424 2.181 2.173
C4 2.695 3.024 -0.151
C5 3.447 0.618 1.154
C6 -2.944 2.232 -2.249
C7 -1.438 3.774 -0.356
C8 -0.394 3.349 -2.880
C9 2.872 -2.093 -1.971
C10 3.650 0.489 -2.564
C11 1.721 -0.728 -4.174
H3 -2.143 -4.907 -1.715
H4 0.022 -5.120 -0.439
H5 1.468 1.404 2.947
H6 0.398 2.562 2.114
H7 2.094 3.002 2.464
H8 1.904 3.683 -0.530
H9 3.379 2.788 -0.973
H10 3.246 3.551 0.640
H11 3.177 -0.002 2.018
H12 4.217 1.335 1.468
H13 3.863 -0.035 0.379
H14 -2.865 1.863 -3.281
H15 -3.404 3.218 -2.186
H16 -3.459 1.474 -1.637
H17 -1.568 4.724 -0.904
H18 -0.566 3.910 0.292
H19 -2.324 3.654 0.275
H20 -0.845 4.350 -2.932
H21 -0.513 2.868 -3.855
H22 0.671 3.479 -2.668
H23 3.627 -2.364 -2.722
H24 2.107 -2.880 -1.922
H25 3.358 -2.021 -0.988
H26 4.245 0.065 -3.383
H27 4.241 0.455 -1.643
H28 3.422 1.534 -2.798
H29 2.659 -0.816 -4.738
H30 1.158 0.136 -4.547
H31 1.105 -1.624 -4.324
C12 -1.854 -1.441 -3.085
C13 -2.909 -0.817 -3.810
C14 -3.190 -1.241 -5.114
C15 -2.477 -2.322 -5.683
C16 -1.487 -2.989 -4.944
C17 -1.239 -2.583 -3.642
O1 -1.446 -1.079 -1.879
H32 -0.778 1.338 -1.555
H33 -3.465 -0.030 -3.299
H34 -3.991 -0.739 -5.690
H35 -2.724 -2.685 -6.690
H36 -0.923 -3.839 -5.372
H37 -0.519 -3.073 -2.985
C18 -2.820 1.047 2.111
N1 -1.883 0.307 2.945
C19 -1.718 0.790 4.311
C20 -1.038 -0.538 2.340
O2 -0.958 -0.489 1.056
N2 -0.296 -1.429 3.017
C21 -0.580 -1.818 4.394
C22 0.671 -2.256 2.298
H38 -3.574 1.478 2.778
H39 -3.302 0.367 1.399
H40 -2.321 1.864 1.562
H41 -2.181 0.113 5.039
H42 -0.662 0.952 4.569
H43 -2.238 1.748 4.371
H44 -1.655 -1.842 4.601
H45 -0.183 -2.824 4.537
H46 -0.082 -1.163 5.122
H47 0.193 -2.890 1.535
H48 1.448 -1.637 1.818
H49 1.148 -2.896 3.049

Output
Spin multiplicity   7
Net charge   +3
Highest occupied orbital energy (spin up / spin down)   -15.25 / -15.27 eV
LUMO energy (spin up / spin down)   -9.96 / -9.88 eV
Energy   -2975.19263 Eh



Entry 2:
Computed, not measured: a molecular structure, C22H49N2OP3RuS in a non-equilibrium geometry, with ωB97M-V/def2-TZVPD.

Geometry (Å):
Ru1 0.083 0.305 -0.126
P1 1.966 1.135 0.892
P2 -1.800 1.613 0.028
P3 0.540 0.815 -2.262
H1 -1.149 -2.100 -0.299
C1 -0.376 -1.637 -0.920
C2 0.991 -1.626 -0.436
H2 1.224 -2.168 0.485
C3 2.562 0.717 2.578
C4 1.857 2.953 1.028
C5 3.515 0.722 0.010
C6 -3.339 0.931 -0.673
C7 -2.419 2.028 1.691
C8 -1.592 3.302 -0.638
C9 1.701 -0.232 -3.229
C10 1.269 2.485 -2.474
C11 -0.958 0.838 -3.330
H3 -0.546 -1.710 -2.003
H4 1.803 -1.646 -1.169
H5 2.620 -0.365 2.754
H6 1.985 1.175 3.390
H7 3.578 1.128 2.644
H8 0.993 3.221 1.650
H9 1.731 3.414 0.044
H10 2.761 3.372 1.494
H11 3.642 -0.367 0.032
H12 4.375 1.177 0.522
H13 3.506 1.056 -1.031
H14 -4.159 1.651 -0.536
H15 -3.585 0.010 -0.129
H16 -3.234 0.698 -1.737
H17 -3.266 2.723 1.625
H18 -1.626 2.497 2.280
H19 -2.729 1.109 2.197
H20 -2.481 3.895 -0.389
H21 -1.463 3.301 -1.724
H22 -0.719 3.773 -0.167
H23 1.838 0.189 -4.235
H24 1.311 -1.252 -3.339
H25 2.682 -0.274 -2.738
H26 1.333 2.730 -3.542
H27 2.281 2.505 -2.050
H28 0.648 3.240 -1.979
H29 -0.690 1.061 -4.372
H30 -1.672 1.594 -2.982
H31 -1.435 -0.150 -3.304
C12 -0.600 -2.727 -7.031
C13 -1.772 -2.965 -7.771
C14 -2.026 -4.236 -8.287
C15 -1.107 -5.275 -8.082
C16 0.062 -5.034 -7.370
C17 0.332 -3.775 -6.851
S1 -0.252 -1.167 -6.316
H32 -1.403 -0.538 -6.684
H33 -2.477 -2.149 -7.929
H34 -2.940 -4.411 -8.845
H35 -1.313 -6.267 -8.482
H36 0.792 -5.838 -7.208
H37 1.251 -3.569 -6.296
C18 -0.268 2.127 4.335
N1 -0.623 0.736 4.567
C19 -1.734 0.496 5.476
C20 -0.436 -0.240 3.561
O1 -0.702 -0.098 2.342
N2 0.032 -1.439 3.988
C21 0.587 -1.592 5.320
C22 0.387 -2.437 2.989
H38 -1.153 2.768 4.238
H39 0.348 2.219 3.432
H40 0.324 2.531 5.169
H41 -2.062 -0.548 5.407
H42 -1.449 0.680 6.522
H43 -2.565 1.165 5.210
H44 -0.109 -2.197 5.914
H45 1.570 -2.070 5.257
H46 0.691 -0.614 5.797
H47 -0.442 -2.531 2.274
H48 1.295 -2.129 2.430
H49 0.576 -3.404 3.487

Output
Spin multiplicity   6
ΔE to the lowest compared entry with this formula, charge and spin   0.0 kJ/mol
Net charge   +3
Highest occupied orbital energy (spin up / spin down)   -14.29 / -15.52 eV
LUMO energy (spin up / spin down)   -7.30 / -11.51 eV
Energy   -2568.49731 Eh



Entry 3:
Computed, not measured: 3 unconnected molecules or ions with the total composition C22H49N4O9P2 in a non-equilibrium geometry, with ωB97M-V/def2-TZVPD.

Geometry (Å):
C1 7.964 -1.171 0.973
C2 7.018 -2.081 1.941
O1 5.672 -1.519 1.838
N1 4.792 -2.393 1.307
C3 3.516 -2.001 1.209
N2 2.983 -0.697 1.657
C4 1.487 -0.739 1.556
C5 0.598 0.174 2.559
C6 0.424 1.608 1.792
C7 1.275 -2.345 1.639
O2 1.849 -2.796 2.939
C8 1.831 -4.232 2.988
N3 2.168 -5.371 2.724
P1 -0.516 -2.946 1.436
C9 -0.631 -4.682 0.701
C10 -1.273 -2.881 3.201
N4 2.340 -2.789 0.689
P2 2.134 -2.430 -1.029
O3 0.739 -2.741 -1.593
H1 7.427 -1.121 -0.044
H2 7.937 -0.097 1.408
H3 9.032 -1.570 0.916
H4 7.407 -1.874 3.013
H5 7.091 -3.200 1.720
H6 5.006 -3.348 0.978
H7 3.477 0.141 1.323
H8 1.296 -0.218 0.551
H9 1.044 0.281 3.605
H10 -0.476 -0.261 2.600
H11 -0.271 2.322 2.353
H12 1.453 2.091 1.598
H13 -0.099 1.392 0.779
H14 -0.013 -5.474 1.248
H15 -1.740 -5.007 0.818
H16 -0.394 -4.751 -0.414
H17 -0.506 -2.619 4.010
H18 -2.095 -2.067 3.270
H19 -1.680 -3.924 3.461
H20 3.095 -3.149 -1.814
H21 2.364 -1.013 -1.254
C11 -0.303 6.937 -3.362
O4 0.938 6.392 -2.945
C12 1.100 6.387 -1.531
C13 1.794 5.108 -1.069
O5 0.981 3.932 -1.136
C14 0.654 3.448 -2.442
C15 1.832 2.867 -3.218
O6 2.714 3.896 -3.652
C16 4.077 3.517 -3.600
H22 -0.294 8.023 -3.256
H23 -0.445 6.679 -4.414
H24 -1.135 6.504 -2.795
H25 0.133 6.474 -1.022
H26 1.711 7.251 -1.266
H27 2.039 5.230 -0.009
H28 2.744 4.958 -1.584
H29 0.126 4.208 -3.018
H30 -0.065 2.639 -2.277
H31 1.464 2.352 -4.112
H32 2.353 2.140 -2.585
H33 4.325 3.063 -2.634
H34 4.683 4.417 -3.715
H35 4.307 2.823 -4.415
C17 -8.312 -2.672 -0.335
O7 -7.333 -1.914 0.358
C18 -6.623 -2.673 1.330
C19 -5.146 -2.285 1.348
O8 -4.397 -2.742 0.219
C20 -4.686 -2.125 -1.039
C21 -4.250 -0.666 -1.144
O9 -5.093 0.175 -0.363
C22 -4.393 1.235 0.261
H36 -9.176 -2.850 0.306
H37 -8.624 -2.096 -1.209
H38 -7.896 -3.622 -0.691
H39 -6.710 -3.748 1.133
H40 -7.069 -2.461 2.303
H41 -4.688 -2.773 2.215
H42 -5.014 -1.213 1.498
H43 -5.734 -2.255 -1.305
H44 -4.112 -2.695 -1.777
H45 -4.330 -0.335 -2.185
H46 -3.205 -0.582 -0.828
H47 -3.492 0.870 0.769
H48 -5.048 1.677 1.014
H49 -4.128 1.998 -0.476

Output
Net charge   +1
Highest occupied orbital energy   -10.64 eV
LUMO energy   -3.89 eV
Energy   -2445.91319 Eh